{"formula": "C15H39Hg2NO13", "method": "wB97M-V/def2-TZVPD", "elements": ["O", "H", "H", "Hg", "C", "C", "O", "O", "H", "O", "H", "H", "H", "C", "C", "H", "H", "C", "C", "H", "O", "H", "H", "H", "H", "O", "N", "H", "H", "C", "H", "H", "H", "H", "H", "H", "C", "H", "H", "Hg", "H", "C", "H", "H", "O", "H", "O", "H", "H", "C", "C", "O", "O", "O", "H", "O", "C", "H", "H", "H", "H", "O", "C", "C", "H", "C", "H", "H", "H", "H"], "coordinates": [[1.49, 4.34, -1.29], [1.29, 1.93, -5.30], [3.15, -1.96, -2.19], [0.36, 0.94, -2.35], [2.69, 5.00, -0.83], [-7.71, -0.68, 0.22], [-1.37, 0.30, 1.86], [-2.77, -0.29, 5.37], [3.07, -0.71, -0.95], [3.26, 3.58, 1.07], [-8.61, -1.28, 0.10], [-7.84, 0.24, -0.35], [2.51, 3.04, 0.79], [-7.31, -0.52, 1.64], [-0.35, 0.12, 1.20], [-0.22, 0.40, 5.72], [4.66, -0.04, -4.13], [2.46, -3.12, 4.07], [3.00, 0.91, -5.07], [1.08, 0.39, -6.96], [0.39, 0.95, 0.75], [-3.12, 1.39, 6.58], [1.74, -1.67, -6.03], [-0.54, 1.46, 7.05], [-6.08, 1.05, 1.71], [2.96, -0.02, -2.84], [1.56, 1.02, -4.96], [-8.07, 0.07, 2.15], [0.40, -3.43, 3.57], [0.98, -2.88, -3.82], [3.59, 4.59, -1.28], [0.00, -1.87, -6.09], [1.07, -2.85, 1.55], [2.45, -2.05, 3.89], [3.21, -3.34, 5.82], [2.01, 5.28, 1.24], [0.82, 0.23, -5.92], [-7.34, -1.49, 2.13], [1.41, -4.81, 3.43], [-3.62, -0.79, -0.05], [3.71, 5.65, 0.98], [3.58, -0.17, -4.14], [-0.19, 0.64, -5.93], [3.33, 1.88, -4.69], [-6.00, 0.10, 1.83], [3.46, -3.36, 3.71], [-6.81, -1.55, -0.47], [-7.44, -2.09, -0.95], [-2.54, 0.22, 4.59], [2.91, 4.94, 0.73], [-0.95, 1.11, 6.09], [1.60, -3.60, 1.84], [-0.57, -0.76, 0.37], [2.32, -3.36, 5.46], [-1.42, 1.73, 4.35], [-1.10, 2.14, 5.15], [0.81, -1.34, -5.59], [-2.46, 0.03, 7.35], [2.02, -3.09, -4.09], [3.44, -1.15, -4.58], [0.76, 4.91, -1.06], [0.82, -1.53, -4.20], [3.49, -0.96, -1.92], [1.39, -3.74, 3.25], [0.88, -2.89, -2.73], [-2.40, 0.59, 6.42], [4.57, -0.94, -1.74], [0.25, -3.56, -4.26], [2.50, 6.01, -1.20], [3.43, 0.72, -6.05]], "mulliken_charge": [-0.485, 0.332, 0.268, 1.077, -0.461, -0.427, -0.389, -0.449, 0.253, -0.465, 0.382, 0.254, 0.250, -0.432, 0.955, 0.234, 0.504, -0.237, -0.940, 0.420, -0.420, 0.223, 0.363, 0.307, 0.300, -0.017, 0.074, 0.327, 0.272, -0.841, 0.242, 0.516, 0.242, 0.139, 0.329, 0.275, -1.009, 0.290, 0.267, 0.731, 0.349, -0.500, 0.407, 0.448, -0.464, 0.325, -0.462, 0.314, 0.248, -0.331, -0.427, -0.495, -0.570, -0.503, 0.257, -0.463, -0.585, 0.347, 0.355, 0.206, 0.296, -0.088, -0.837, -0.347, 0.219, -0.262, 0.319, 0.310, 0.356, 0.327], "total_charge": 2, "homo_lumo_gap_ev": 2.179, "total_energy_ev": -52615.26288, "homo_energy_ev": -13.4}